A cluster of 2 separate species, C23H51BF3O5P2 in total in a non-equilibrium geometry. Source: the Open Molecules 2025 dataset; level of theory: ωB97M-V/def2-TZVPD.

Last column: Mulliken charge in e.
CARTESIAN COORDINATES (ANGSTROEM)
C (3.457, 2.414, 3.668)  -1.17
C (4.670, 3.006, 2.855)  -0.32
C (5.200, 1.909, 1.909)  -0.19
C (6.372, 2.356, 0.990)  -0.86
C (5.861, 3.374, -0.059)  -0.73
C (5.514, 2.779, -1.448)  -0.83
C (4.719, 1.448, -1.448)  -0.54
C (3.187, 1.596, -1.651)  -1.02
C (2.504, 2.664, -0.756)  0.40
C (1.390, 2.080, 0.174)  -0.51
C (-0.007, 1.993, -0.499)  -1.33
B (-1.194, 2.586, 0.494)  0.46
C (-2.662, 1.890, 0.173)  -0.98
C (-3.245, 1.091, 1.355)  0.01
O (-4.017, 1.902, 2.228)  -0.62
C (-4.167, -0.077, 0.925)  0.81
F (-5.422, 0.297, 0.646)  -0.33
F (-3.671, -0.798, -0.112)  -0.27
F (-4.267, -0.945, 1.997)  -0.32
P (-1.174, 4.522, 0.243)  0.01
C (-1.781, 4.926, -1.501)  -1.21
C (-2.450, 5.355, 1.341)  -0.46
C (-2.049, 6.864, 1.496)  -1.09
H (3.151, 1.463, 3.213)  0.33
H (2.597, 3.087, 3.536)  0.26
H (3.692, 2.327, 4.734)  0.33
H (5.450, 3.369, 3.542)  0.44
H (4.275, 3.886, 2.332)  0.25
H (5.546, 1.074, 2.547)  0.36
H (4.339, 1.521, 1.346)  -0.17
H (7.207, 2.728, 1.601)  0.43
H (6.737, 1.431, 0.509)  0.38
H (5.055, 3.982, 0.369)  0.42
H (6.686, 4.092, -0.229)  0.33
H (6.428, 2.699, -2.057)  0.41
H (4.888, 3.521, -1.976)  0.31
H (4.883, 0.815, -0.567)  0.42
H (5.091, 0.862, -2.309)  0.31
H (2.958, 1.726, -2.719)  0.35
H (2.742, 0.624, -1.371)  0.36
H (2.003, 3.412, -1.391)  0.45
H (3.193, 3.214, -0.102)  -0.43
H (1.683, 1.078, 0.534)  0.36
H (1.355, 2.758, 1.043)  0.06
H (-0.241, 0.928, -0.674)  0.28
H (-0.033, 2.550, -1.452)  0.37
H (-0.902, 2.348, 1.647)  -0.32
H (-3.438, 2.637, -0.099)  0.42
H (-2.570, 1.223, -0.703)  0.27
H (-2.453, 0.650, 1.976)  0.24
H (-4.422, 2.612, 1.717)  0.38
H (-2.387, 5.842, -1.494)  0.42
H (-2.366, 4.066, -1.869)  0.25
H (-0.885, 5.066, -2.119)  0.29
H (-3.457, 5.334, 0.885)  0.29
H (-2.453, 4.923, 2.349)  0.34
H (-2.926, 7.532, 1.474)  0.31
H (-1.524, 7.025, 2.449)  0.31
H (-1.363, 7.175, 0.696)  0.31
O (-1.958, -8.320, -1.723)  -0.80
P (-2.215, -7.090, -0.907)  1.12
O (-3.324, -6.292, -1.821)  -0.30
C (-4.516, -6.972, -2.201)  -0.39
C (-5.472, -7.137, -1.033)  -0.90
O (-0.841, -6.254, -1.265)  -0.38
C (0.366, -6.940, -1.592)  -0.38
C (0.603, -6.908, -3.089)  -1.07
O (-2.444, -6.183, 0.432)  -0.41
C (-2.432, -4.742, 0.372)  -0.08
C (-3.825, -4.182, 0.552)  -0.71
H (-4.277, -7.943, -2.640)  0.34
H (-4.987, -6.373, -2.982)  0.29
H (-4.995, -7.664, -0.202)  0.25
H (-6.357, -7.697, -1.340)  0.39
H (-5.795, -6.166, -0.656)  0.22
H (0.350, -7.963, -1.217)  0.34
H (1.182, -6.424, -1.080)  0.35
H (-0.287, -7.217, -3.639)  0.28
H (1.431, -7.563, -3.368)  0.36
H (0.838, -5.893, -3.415)  0.30
H (-1.993, -4.366, -0.548)  0.26
H (-1.798, -4.409, 1.195)  0.42
H (-4.416, -4.298, -0.357)  0.12
H (-3.791, -3.117, 0.779)  0.04
H (-4.353, -4.700, 1.355)  0.34

Atomic forces in eV per Å
C 0.3 0.8 -0.6
C -0.8 -0.6 0.4
C 0.6 0.4 0.6
C -1.2 -0.7 0.0
C 1.4 0.3 -0.1
C -0.7 0.2 0.3
C -0.2 -0.1 -0.9
C 0.2 -0.2 0.6
C -0.7 -0.3 0.1
C 0.3 0.7 -0.6
C -0.1 -0.1 0.9
B -0.5 -0.4 -0.6
C -0.3 -0.3 0.0
C -0.3 0.4 -0.8
O 0.1 0.0 0.3
C 0.8 0.0 1.2
F 0.2 -0.1 -0.4
F -0.5 0.2 0.4
F -0.1 0.1 -0.7
P 0.8 0.6 0.6
C -0.1 -0.6 0.6
C 0.2 1.0 -0.5
C -0.2 -0.1 0.0
H 0.1 0.1 0.4
H 0.2 -0.2 0.3
H -0.2 -0.2 -0.2
H -0.1 -0.2 -0.3
H 0.4 -0.2 -0.2
H -0.1 0.2 -0.2
H 0.3 0.2 -0.1
H -0.3 0.1 -0.1
H 0.1 0.5 -0.1
H 0.0 -0.4 -0.2
H -0.3 -0.1 0.0
H -0.2 -0.2 0.4
H 0.2 -0.2 0.1
H 0.2 0.4 -0.1
H -0.1 0.0 0.4
H 0.1 0.2 0.3
H 0.1 0.2 -0.3
H 0.3 0.0 0.2
H 0.2 -0.2 -0.4
H 0.0 0.3 0.0
H -0.2 -0.3 -0.2
H 0.1 0.3 -0.3
H 0.2 -0.4 0.0
H 0.1 0.2 0.3
H 0.1 -0.2 0.0
H -0.1 0.2 0.3
H -0.1 0.0 -0.3
H 0.2 -0.1 -0.1
H 0.2 -0.2 -0.1
H 0.0 0.4 -0.2
H -0.4 0.0 0.0
H 0.2 -0.3 0.3
H -0.2 -0.3 -0.4
H 0.2 -0.2 0.1
H -0.1 0.0 -0.3
H -0.2 -0.1 0.2
O -1.2 -1.4 3.2
P 2.0 5.4 -4.5
O 0.1 -0.4 0.6
C -0.3 -0.2 -0.2
C 0.0 0.1 0.1
O -0.2 -0.3 0.5
C 0.1 0.0 -0.4
C 0.0 0.1 -0.2
O -0.5 -3.4 0.4
C -0.3 1.0 0.1
C -0.3 -0.2 -0.1
H 0.1 0.0 0.1
H 0.1 0.1 0.0
H 0.0 -0.1 -0.1
H 0.0 0.0 0.0
H 0.0 0.0 0.0
H -0.1 0.0 -0.1
H -0.1 0.1 0.1
H 0.0 -0.2 0.1
H 0.0 0.0 0.0
H 0.0 0.0 0.0
H 0.1 -0.3 -0.1
H 0.1 -0.3 0.0
H 0.1 0.0 0.0
H 0.1 -0.1 0.1
H 0.1 0.1 0.1

Results
Gap between HOMO and LUMO   4.87 eV
Charge   -1
Spin multiplicity   1
HOMO level   -3.53 eV
Max |F|   7.26 eV/A
E_tot   -62324.290 eV
LUMO level   1.341 eV